Below is C27H34N5O4Rb as an isolated structure, with properties calculated with the ωB97M-V functional and the def2-TZVPD basis.

The geometry in ORCA input format:
```
! RIJCOSX wB97M-V def2-TZVPD def2/J DEFGRID3
* xyz 0 1
Rb 0.652 -0.067 -1.980
C 4.653 4.419 3.501
C 3.944 3.343 2.728
C 4.217 2.027 2.871
C 3.523 1.016 2.124
C 3.859 -0.299 2.394
N 3.249 -1.440 2.088
C 1.882 -1.643 1.625
C 1.410 -3.040 2.001
C -0.078 -3.213 1.737
N -0.850 -2.508 2.758
C -2.060 -1.959 2.694
C -2.862 -1.522 1.652
C -4.229 -1.238 2.014
C -5.156 -0.834 1.120
C -6.587 -0.566 1.487
C -4.729 -0.658 -0.238
C -3.450 -0.836 -0.645
C -3.057 -0.592 -2.066
N -2.520 0.456 -2.521
C -2.213 1.545 -1.597
C -1.378 2.623 -2.279
C -0.661 3.490 -1.253
N 0.320 2.707 -0.493
C 1.196 3.371 0.131
C 2.240 2.825 1.014
C 2.917 3.705 1.798
C 2.614 1.404 1.044
O 2.274 0.601 0.176
C -2.409 -1.242 0.298
O -1.217 -1.273 -0.055
H 5.406 3.990 4.161
H 3.954 4.993 4.113
H 5.152 5.122 2.832
H 4.972 1.709 3.585
H 4.758 -0.451 2.985
H 3.741 -2.278 2.353
H 1.825 -1.480 0.551
H 1.246 -0.884 2.085
H 1.626 -3.239 3.059
H 1.954 -3.790 1.421
H -0.354 -4.270 1.771
H -0.347 -2.807 0.765
H -0.532 -2.682 3.699
H -2.500 -1.842 3.682
H -4.523 -1.388 3.049
H -6.752 -0.727 2.552
H -7.266 -1.221 0.937
H -6.871 0.462 1.253
H -5.467 -0.344 -0.972
H -3.265 -1.393 -2.778
H -1.665 1.164 -0.728
H -3.148 1.972 -1.217
H -2.015 3.248 -2.908
H -0.653 2.165 -2.957
H -1.394 3.897 -0.545
H -0.178 4.340 -1.746
H 1.205 4.471 0.076
H 2.668 4.759 1.709
N 0.227 -2.793 -3.686
C 1.241 -2.907 -4.755
C 1.258 -1.642 -5.596
C 1.635 -0.424 -4.730
O 2.648 -0.568 -4.002
O 0.867 0.567 -4.757
H 0.168 -3.663 -3.168
H -0.687 -2.652 -4.105
H 1.073 -3.787 -5.389
H 2.217 -3.003 -4.279
H 0.283 -1.469 -6.060
H 1.998 -1.755 -6.392
*
```

Results
- Gap between HOMO and LUMO: 6.5 eV
- HOMO energy: -7.1 eV

=====

Below is C27H34N7O2PS6Ti as an isolated structure, with properties calculated with the ωB97M-V functional and the def2-TZVPD basis.

The geometry in ORCA input format:
```
! RIJCOSX wB97M-V def2-TZVPD def2/J DEFGRID3
* xyz 0 3
Ti 0.588 -0.484 -0.510
C -3.647 -0.662 0.199
C -2.203 -0.940 -0.044
N -1.318 0.053 -0.184
N -1.743 1.364 -0.131
C -0.834 2.340 -0.303
N -1.239 3.580 0.033
S 0.668 2.047 -1.013
C -1.644 -2.243 -0.168
C -2.360 -3.461 -0.091
C -1.726 -4.644 -0.336
C -0.347 -4.652 -0.654
C 0.317 -3.457 -0.680
N -0.280 -2.281 -0.416
H -4.052 -0.020 -0.589
H -4.233 -1.577 0.217
H -3.794 -0.158 1.162
H -2.589 1.571 0.371
H -1.895 3.669 0.794
H -0.513 4.278 0.019
H -3.415 -3.455 0.152
H -2.287 -5.570 -0.310
H 0.177 -5.570 -0.881
H 1.377 -3.409 -0.885
S 3.406 5.611 2.070
C 2.689 4.131 2.126
S 1.110 3.847 2.764
C 0.965 2.127 2.425
C 2.066 1.575 1.846
S 2.389 -0.050 1.220
S 3.407 2.674 1.566
S -0.625 1.474 2.841
C -0.878 -3.779 4.410
N 0.567 -3.738 3.918
C 1.404 -3.040 4.982
N 0.881 -1.754 5.258
C -0.504 -1.837 5.710
N -1.361 -2.483 4.717
C -1.561 -1.629 3.525
P 0.014 -1.120 2.606
C 0.633 -2.984 2.616
C 1.058 -0.789 4.153
H -0.889 -4.410 5.300
H -1.470 -4.236 3.619
H 0.902 -4.692 3.798
H 2.420 -2.971 4.602
H 1.371 -3.671 5.872
H -0.872 -0.829 5.892
H -0.545 -2.411 6.639
H -2.088 -0.729 3.842
H -2.202 -2.166 2.820
H 1.667 -2.976 2.268
H 0.039 -3.555 1.902
H 0.819 0.198 4.531
H 2.105 -0.789 3.847
C 5.126 -1.454 -7.130
C 4.184 -1.257 -5.969
C 4.501 -0.368 -4.946
C 3.669 -0.189 -3.849
C 4.018 0.812 -2.774
C 2.485 -0.930 -3.793
C 2.111 -1.787 -4.828
C 0.795 -2.526 -4.803
C 2.979 -1.943 -5.903
C 1.656 -0.877 -2.560
O 0.436 -0.528 -2.563
O 2.180 -1.210 -1.434
H 6.163 -1.357 -6.809
H 4.948 -0.701 -7.902
H 4.991 -2.436 -7.585
H 5.429 0.195 -5.001
H 4.958 1.311 -3.005
H 4.107 0.336 -1.798
H 3.241 1.575 -2.693
H 0.604 -2.989 -3.833
H 0.775 -3.300 -5.569
H -0.028 -1.836 -4.989
H 2.707 -2.623 -6.705
*
```

Results
- Gap between HOMO and LUMO (alpha / beta): 5.9 / 5.6 eV
- HOMO energy (alpha / beta): -6.2 / -6.3 eV
- ΔE to the lowest compared entry with this formula, charge and spin: 43.8 kcal per mole

=====

Below is C27H35AsCdN4O7 as an isolated structure, with properties calculated with the ωB97M-V functional and the def2-TZVPD basis.

The geometry in ORCA input format:
```
! RIJCOSX wB97M-V def2-TZVPD def2/J DEFGRID3
* xyz 0 1
O -0.805 -5.173 -2.132
H -0.770 -5.340 -3.123
Cd 0.696 -1.972 -0.930
N -1.369 -2.766 -0.244
N -1.005 -1.122 -2.242
N 2.334 -2.206 0.578
N 2.187 -0.278 -1.235
O -1.520 -3.182 0.899
O 2.462 -3.147 1.606
O 1.997 0.799 -2.088
O -0.761 -0.109 -2.990
C -2.188 -1.777 -2.219
C -2.377 -2.684 -1.152
C 3.323 -1.334 0.539
C 3.264 -0.276 -0.477
C -3.456 -3.659 -1.002
H -3.022 -4.674 -1.044
H -4.219 -3.585 -1.778
H -3.956 -3.536 -0.027
C -3.141 -1.608 -3.334
H -2.637 -1.812 -4.292
H -3.523 -0.581 -3.372
H -3.990 -2.288 -3.246
C 4.337 -1.407 1.611
C 4.367 0.717 -0.589
H 4.298 -2.378 2.117
H 4.107 -0.639 2.375
H 5.340 -1.221 1.208
H 4.091 1.567 -1.222
H 5.248 0.222 -1.041
H 4.650 1.078 0.415
H 1.624 -3.608 1.631
H 1.140 0.572 -2.530
C 1.609 -3.004 -2.720
H 1.022 -3.925 -2.636
H 2.690 -3.162 -2.524
H 1.335 -2.422 -3.611
O 0.600 -5.869 0.159
H -0.091 -6.037 -0.507
H 1.298 -5.469 -0.399
O -0.157 -0.120 0.470
As -0.472 1.483 0.825
C -0.641 1.616 2.776
C -0.039 2.644 3.522
C -0.215 2.671 4.911
C -1.057 1.752 5.540
C -1.694 0.762 4.786
C -1.472 0.681 3.403
C 1.017 2.612 0.305
C 0.874 3.514 -0.753
C 1.911 4.409 -1.045
C 3.074 4.414 -0.271
C 3.213 3.510 0.784
C 2.184 2.605 1.074
C -2.167 1.990 -0.001
C -2.256 2.117 -1.391
C -3.457 2.526 -1.984
C -4.566 2.817 -1.188
C -4.484 2.677 0.204
C -3.280 2.270 0.802
H 0.565 3.419 3.047
H 0.336 3.402 5.505
H -1.178 1.781 6.622
H -2.341 0.033 5.273
H -1.949 -0.110 2.817
H -0.045 3.536 -1.338
H 1.803 5.094 -1.889
H 3.886 5.107 -0.511
H 4.129 3.495 1.384
H 2.291 1.911 1.910
H -1.401 1.892 -2.022
H -3.516 2.609 -3.072
H -5.506 3.131 -1.647
H -5.356 2.871 0.832
H -3.221 2.174 1.889
*
```

Results
- Gap between HOMO and LUMO (alpha / beta): 4.5 / 4.2 eV
- HOMO energy (alpha / beta): -6.2 / -6.2 eV

=====

Below is C27H35ClN3O4RuS2 as an isolated structure, with properties calculated with the ωB97M-V functional and the def2-TZVPD basis.

The geometry in ORCA input format:
```
! RIJCOSX wB97M-V def2-TZVPD def2/J DEFGRID3
* xyz 2 2
Ru -1.016 0.073 0.425
O -0.578 1.766 1.928
C 0.256 2.933 1.670
C 1.734 2.588 1.647
C 2.045 1.307 0.871
C 1.578 1.205 -0.552
C 2.258 1.890 -1.549
C 1.926 1.715 -2.878
C 0.920 0.815 -3.197
C 0.250 0.188 -2.173
N 0.547 0.388 -0.873
H -0.197 1.279 2.673
H 0.032 3.683 2.427
H -0.073 3.305 0.709
H 2.103 2.430 2.665
H 2.275 3.453 1.258
H 1.614 0.484 1.425
H 3.124 1.137 0.870
H 3.071 2.544 -1.261
H 2.454 2.254 -3.653
H 0.642 0.610 -4.221
H -0.563 -0.498 -2.362
O 0.015 -0.762 2.087
S 0.805 -2.097 1.941
C 2.448 -1.724 2.475
C 2.704 -1.156 3.718
C 4.011 -0.846 4.046
C 5.040 -1.117 3.146
C 4.771 -1.694 1.914
C 3.461 -1.998 1.566
C 0.180 -3.087 3.271
C -0.501 -2.518 4.337
C -0.938 -3.346 5.359
C -0.693 -4.713 5.305
C -0.017 -5.266 4.225
C 0.421 -4.452 3.192
H 1.899 -0.975 4.420
H 4.237 -0.409 5.009
H 6.061 -0.882 3.416
H 5.576 -1.911 1.225
H 3.231 -2.443 0.606
H -0.687 -1.452 4.365
H -1.467 -2.924 6.203
H -1.034 -5.351 6.109
H 0.165 -6.331 4.184
H 0.942 -4.874 2.341
Cl -4.988 1.952 -1.721
C -3.327 2.506 -2.030
C -2.346 1.815 -1.121
O -2.431 0.535 -0.987
O -1.461 2.417 -0.519
H -3.278 3.578 -1.873
H -3.084 2.275 -3.066
C -5.102 -2.067 1.358
N -3.884 -1.438 0.828
C -3.240 -0.516 1.749
C -3.245 -1.916 -0.252
S -1.476 -2.055 -0.245
N -3.919 -2.361 -1.289
C -5.297 -1.930 -1.562
C -3.286 -3.111 -2.379
H -4.927 -2.302 2.408
H -5.297 -2.998 0.837
H -5.967 -1.410 1.278
H -4.019 -0.026 2.332
H -2.808 0.364 1.225
H -2.529 -1.000 2.419
H -5.493 -0.994 -1.047
H -6.026 -2.687 -1.278
H -5.373 -1.758 -2.634
H -2.453 -3.701 -2.016
H -2.946 -2.422 -3.153
H -4.033 -3.779 -2.800
*
```

Results
- Gap between HOMO and LUMO (alpha / beta): 8.3 / 7.8 eV
- HOMO energy (alpha / beta): -14.4 / -14.5 eV
- ΔE to the lowest compared entry with this formula, charge and spin: 35.6 kcal per mole

=====

Below is C27H35MoN2O2PS3Si as an isolated structure, with properties calculated with the ωB97M-V functional and the def2-TZVPD basis.

The geometry in ORCA input format:
```
! RIJCOSX wB97M-V def2-TZVPD def2/J DEFGRID3
* xyz 0 3
Mo 0.557 0.341 -0.599
S -0.375 4.896 -1.308
C -0.033 3.320 -1.075
S 1.274 2.682 -0.126
S -0.949 1.972 -1.666
N 1.253 -0.401 2.541
P -0.148 0.307 1.875
C -0.491 1.829 2.797
C -1.164 2.843 2.118
C -1.489 4.019 2.776
C -1.130 4.191 4.105
C -0.448 3.188 4.780
C -0.132 2.006 4.129
C -1.418 -0.834 2.484
C -2.712 -0.362 2.696
C -3.730 -1.244 3.023
C -3.465 -2.600 3.147
C -2.178 -3.074 2.939
C -1.158 -2.198 2.602
C 2.483 -0.192 1.941
C 3.665 -0.327 2.671
C 4.865 -0.064 2.049
C 4.866 0.347 0.720
C 3.662 0.434 0.063
N 2.487 0.135 0.642
H 1.291 -0.597 3.533
H -1.406 2.728 1.067
H -1.997 4.809 2.238
H -1.368 5.116 4.614
H -0.160 3.328 5.814
H 0.402 1.229 4.666
H -2.927 0.695 2.604
H -4.733 -0.869 3.181
H -4.261 -3.286 3.404
H -1.966 -4.132 3.031
H -0.161 -2.581 2.416
H 3.622 -0.616 3.713
H 5.792 -0.156 2.599
H 5.781 0.599 0.205
H 3.577 0.754 -0.963
C 3.412 1.026 -3.687
C 2.469 -0.103 -3.267
C 1.541 -0.443 -4.430
C 3.260 -1.354 -2.876
O 1.708 0.354 -2.185
H 3.980 0.749 -4.577
H 4.124 1.265 -2.894
H 2.831 1.923 -3.904
H 2.112 -0.708 -5.322
H 0.901 0.409 -4.659
H 0.913 -1.291 -4.161
H 3.812 -1.746 -3.733
H 2.576 -2.133 -2.532
H 3.976 -1.144 -2.081
C -2.028 -0.587 -3.894
Si -2.564 -1.179 -2.194
C -4.307 -0.544 -1.866
C -2.591 -3.067 -2.223
C -1.539 -0.649 -0.692
H -2.859 -0.742 -4.589
H -1.182 -1.158 -4.270
H -1.764 0.471 -3.914
H -5.013 -0.886 -2.627
H -4.313 0.549 -1.865
H -4.673 -0.880 -0.893
H -3.246 -3.437 -3.016
H -2.955 -3.469 -1.274
H -1.595 -3.481 -2.399
H -1.622 -1.506 -0.015
H -2.122 0.139 -0.211
O 0.586 -2.873 -0.588
C 0.590 -1.739 -0.608
*
```

Results
- Gap between HOMO and LUMO (alpha / beta): 7.2 / 6.5 eV
- HOMO energy (alpha / beta): -7.2 / -7.4 eV
- ΔE to the lowest compared entry with this formula, charge and spin: 22.3 kcal per mole

=====

Below is C27H35N2OSn as an isolated structure, with properties calculated with the ωB97M-V functional and the def2-TZVPD basis.

The geometry in ORCA input format:
```
! RIJCOSX wB97M-V def2-TZVPD def2/J DEFGRID3
* xyz 1 1
C -0.297 2.740 -0.042
C -1.014 2.273 1.105
C -2.279 1.788 0.664
C -2.349 1.944 -0.752
C -1.140 2.565 -1.185
Sn -0.045 -0.250 -0.414
C -0.228 -2.242 -2.557
C 1.001 -1.595 -2.480
H 1.928 -2.166 -2.326
C 1.060 -0.149 -2.454
H 0.381 0.423 -3.099
H 2.023 0.344 -2.314
C -0.426 -3.634 -2.036
H 0.307 -3.889 -1.257
H -1.423 -3.742 -1.582
H -0.351 -4.386 -2.842
C -1.400 -1.623 -3.261
H -1.322 -0.535 -3.390
H -1.522 -2.044 -4.280
H -2.347 -1.816 -2.729
C -0.544 2.294 2.511
H 0.551 2.294 2.574
H -0.912 3.194 3.036
H -0.919 1.421 3.065
C -3.321 1.229 1.555
H -2.900 0.494 2.259
H -3.782 2.032 2.156
H -4.120 0.736 0.987
C -3.487 1.563 -1.623
H -3.961 0.629 -1.282
H -4.266 2.344 -1.630
H -3.159 1.420 -2.664
C -0.821 2.985 -2.571
H -1.247 2.295 -3.315
H -1.242 3.984 -2.776
H 0.263 3.050 -2.735
C 1.072 3.306 -0.051
H 1.530 3.213 -1.047
H 1.062 4.379 0.206
H 1.729 2.795 0.666
C -1.313 -1.848 0.523
C -0.740 -2.680 1.473
C -2.668 -1.967 0.222
C -1.551 -3.529 2.243
H 0.337 -2.644 1.647
C -3.467 -2.872 0.943
H -3.124 -1.350 -0.564
C -2.920 -3.630 1.982
H -1.106 -4.101 3.050
H -4.523 -2.960 0.688
H -3.554 -4.298 2.570
N 6.681 0.736 1.087
C 5.499 0.736 0.398
O 5.435 1.110 -0.772
C 4.285 0.270 1.138
C 4.270 -0.093 2.491
C 3.065 -0.458 3.080
C 1.896 -0.490 2.315
N 1.901 -0.186 0.997
C 3.073 0.218 0.434
H 7.507 1.034 0.597
H 6.797 0.459 2.048
H 5.198 -0.095 3.064
H 2.993 -0.724 4.129
H 0.942 -0.792 2.754
H 3.002 0.491 -0.623
*
```

Results
- Gap between HOMO and LUMO (alpha / beta): 5.1 / 4.6 eV
- HOMO energy (alpha / beta): -9.4 / -9.1 eV
- ΔE to the lowest compared entry with this formula, charge and spin: 0.0 kcal per mole

=====

no.,calculated total energy (eV)
1,-44846.44359
2,-140493.84051
3,-114250.57713
4,-77988.75825
5,-87172.64281
6,-39417.10649